Entry 1:
Molecular formula: C23H23Br3N3O3Ru
Method: DFT, the ωB97M-V functional and the def2-TZVPD basis

CARTESIAN COORDINATES (ANGSTROEM)
Ru -1.5222 -1.0013 0.1059
O -0.3531 0.7742 -3.6059
C -0.2268 2.0119 -3.5892
C 0.1739 2.6886 -4.8182
C 0.2698 4.0493 -4.8225
C -0.0644 4.7311 -3.6397
C -0.4462 4.0935 -2.4596
C -0.5151 2.7345 -2.3719
C -0.7936 1.9175 -1.1534
O -1.7022 0.8209 -1.3039
N 0.4820 1.3157 -0.6494
N 0.3231 0.4939 0.4078
C 1.2469 0.4300 1.2848
C 1.2348 -0.4260 2.4498
Br -0.2321 -1.5918 2.5440
C 2.1872 -0.5634 3.4028
C 3.3135 0.3609 3.5717
C 4.6023 -0.1146 3.9994
C 5.7194 0.6959 4.0126
C 5.5579 2.0274 3.7628
C 4.3015 2.5232 3.3788
C 3.2215 1.7146 3.2134
H -1.6016 0.5465 -2.3010
H 0.3679 2.0868 -5.6802
H 0.4572 4.5504 -5.7368
H -0.0164 5.7868 -3.5824
H -0.7392 4.6756 -1.5846
H -1.2731 2.5602 -0.3834
H 1.2420 1.9640 -0.5351
H 2.1890 0.9639 1.2140
H 2.0658 -1.4366 4.0599
H 4.6286 -1.1295 4.3359
H 6.6660 0.3101 4.3762
H 6.3452 2.7538 3.8531
H 4.2093 3.6210 3.2616
H 2.2556 2.1344 2.9040
Br -4.5808 -0.1991 -1.7609
C -4.8217 0.8992 -0.2523
Br -3.8216 0.2909 1.3309
H -5.8928 0.9133 0.0007
H -4.5088 1.9120 -0.5551
O -0.1255 -2.2264 -1.4236
C -0.2614 -3.6165 -1.2463
C -1.5465 -4.0350 -0.5746
C -1.8868 -5.3775 -0.4860
C -3.0989 -5.7278 0.0642
C -3.9183 -4.6966 0.5526
C -3.4934 -3.4109 0.4586
N -2.3377 -3.0758 -0.1102
H -0.0642 -2.1134 -2.3748
H 0.5304 -3.9767 -0.5859
H -0.1378 -4.1523 -2.1773
H -1.1721 -6.1638 -0.8714
H -3.4009 -6.7653 0.2034
H -4.9131 -4.9537 1.0273
H -4.1230 -2.5979 0.8596

Its spin multiplicity is 6. Its net charge is +2. Its expectation value of S² is 8.7969. The value obtained for the HOMO energy (alpha / beta) is -13.31 / -13.32 eV. The calculation puts the HOMO-LUMO gap (alpha / beta) at 7.7 / 6.1 eV.

Löwdin atomic charge list, values in e, 8 entries: number 1, Ru, carries 1.0860; number 2, O, carries 0.0578; number 3, C, carries -0.3343; number 4, C, carries 0.0687; number 5, C, carries -0.0183; number 6, C, carries 0.0017; number 7, C, carries 0.0009; number 8, C, carries -0.0937



Entry 2:
Molecular formula: C15H24BF4LiO7
Method: DFT, the ωB97M-V functional and the def2-TZVPD basis

CARTESIAN COORDINATES (ANGSTROEM)
Li -2.5896 3.6852 0.3169
B -0.7837 1.3546 0.4636
F -1.1304 1.1100 1.6658
F -1.7009 0.7755 -0.4282
F -0.8089 2.6774 0.2803
F 0.3967 0.8233 0.2366
C -1.6522 4.4920 -2.2084
O -2.6607 3.7911 -1.4852
H -0.6744 4.0304 -1.9518
H -1.5216 5.6600 -2.1464
H -1.4806 4.5477 -3.2997
H -3.1963 3.3829 -2.2978
C 0.4870 0.9032 4.1935
O 0.9986 0.4698 3.0356
H 0.6103 2.1041 3.9742
H 1.3473 0.9560 5.0876
H -0.6286 0.6565 4.5863
H 0.5305 0.4205 2.0949
C -4.9294 2.3735 2.0814
O -3.6185 2.5857 1.6822
H -5.0598 1.3799 1.9196
H -5.4276 3.1005 1.6152
H -5.1520 2.4825 3.1168
H -2.9434 1.8694 1.9621
C 3.9195 -1.3305 -1.8831
C 3.0459 -0.2841 -1.4197
C 3.1904 1.0381 -2.0162
C 4.0931 1.1138 -3.1334
C 4.8358 0.0341 -3.6926
C 4.6587 -1.1437 -2.9840
O 5.3650 -2.3144 -3.4653
O 2.4971 2.0384 -1.4832
H 3.8513 -2.2521 -1.3713
H 2.5122 -0.4839 -0.5694
H 3.9167 2.0366 -3.8049
H 5.4756 0.1880 -4.4293
H 6.0909 -2.1242 -4.2307
H 1.7535 1.8694 -1.0884
C -1.3030 -3.6494 2.1510
C -1.4723 -2.6299 1.2367
C -1.0571 -2.8389 -0.1491
C -0.6150 -4.0919 -0.5062
C -0.6443 -5.2392 0.3470
C -0.9499 -4.9993 1.6171
O -0.8147 -5.9517 2.5594
O -1.0894 -1.7677 -1.0391
H -1.5635 -3.1741 3.2197
H -1.9783 -1.7656 1.5350
H -0.1203 -4.1859 -1.6266
H -0.3449 -6.2495 -0.1632
H -0.1931 -6.5554 2.5227
H -1.4717 -0.9185 -0.6279

Its net charge is 0. The value obtained for the HOMO energy is -7.43 eV. The calculation puts the HOMO-LUMO gap at 6.7 eV. The calculation puts the energy above the lowest of the compared OMol25 structures with the same formula, charge and spin at 262.53 kJ/mol.

Löwdin atomic charge list, values in e, 8 entries: number 1, Li, carries 0.7666; number 2, B, carries -1.6051; number 3, F, carries 0.2545; number 4, F, carries 0.1292; number 5, F, carries 0.1791; number 6, F, carries 0.2494; number 7, C, carries -0.1818; number 8, O, carries -0.2108



Here are the calculated maximum force numbers, same order: 2.498 8.744 (eV/A).
Here are the calculated calculated total energy numbers, same order: -9096.49654 -1544.47969 (Eh).